{"formula": "C55H85Br2CoGeN2OSi2", "method": "ωB97M-V with the def2-TZVPD basis set", "spin_multiplicity": 4, "largest_force_ha_per_bohr": 0.01886, "total_energy_ev": -313423.5384, "e_homo_ha": [-0.386, -0.390], "de_lowest_kj_mol": 0.0, "charge": 1, "e_lumo_ev": [-2.5, -4.3], "symbols": ["Br", "Br", "Ge", "Co", "Si", "Si", "O", "N", "N", "C", "C", "C", "C", "C", "C", "C", "C", "C", "C", "C", "C", "C", "C", "C", "C", "C", "C", "C", "C", "C", "C", "C", "C", "C", "C", "C", "C", "C", "C", "C", "C", "C", "C", "C", "C", "C", "C", "C", "C", "C", "C", "C", "C", "C", "C", "C", "C", "C", "C", "C", "C", "C", "C", "C", "H", "H", "H", "H", "H", "H", "H", "H", "H", "H", "H", "H", "H", "H", "H", "H", "H", "H", "H", "H", "H", "H", "H", "H", "H", "H", "H", "H", "H", "H", "H", "H", "H", "H", "H", "H", "H", "H", "H", "H", "H", "H", "H", "H", "H", "H", "H", "H", "H", "H", "H", "H", "H", "H", "H", "H", "H", "H", "H", "H", "H", "H", "H", "H", "H", "H", "H", "H", "H", "H", "H", "H", "H", "H", "H", "H", "H", "H", "H", "H", "H", "H", "H", "H", "H"], "coordinates": [[0.50, 3.88, -3.05], [-0.78, -2.09, -0.72], [-0.13, 0.50, 2.03], [0.27, 1.81, -0.01], [-2.06, 1.85, 0.31], [-1.66, -4.02, -1.59], [1.59, 7.98, -0.21], [0.57, 3.97, -0.27], [1.91, 1.01, -0.83], [2.50, -0.93, -3.94], [0.74, 4.70, -1.38], [-4.08, -4.64, -2.94], [2.10, 2.19, 5.34], [-2.33, 3.58, 2.60], [-1.73, -0.51, 2.60], [-3.55, -2.20, -2.76], [1.06, 5.96, 0.99], [3.07, 2.15, 0.98], [3.25, 1.21, -0.22], [-3.63, 4.62, -3.12], [-4.26, 3.66, 4.04], [-0.56, -4.44, -3.10], [-0.03, -5.72, 0.00], [1.08, 6.03, -1.39], [-4.32, -3.43, -0.76], [-3.69, 3.24, -3.25], [-3.09, 5.19, -1.98], [-4.16, 2.09, 2.21], [-1.27, -2.35, 4.35], [0.94, -4.21, -2.82], [-1.69, -0.91, 4.09], [0.72, 4.64, 0.89], [-1.50, -5.28, -0.16], [-0.77, -5.91, -3.51], [-2.63, 2.98, -1.09], [1.74, 0.30, -1.97], [-3.19, 2.43, -2.24], [-3.00, 4.13, 3.69], [4.98, 1.08, 2.20], [0.15, -0.28, -3.76], [5.19, 0.15, 0.99], [-1.23, -0.23, -4.35], [3.84, -0.12, 0.32], [1.14, 2.70, 6.42], [-4.84, 2.64, 3.29], [-2.36, -6.52, -0.47], [1.21, -0.84, -4.48], [4.39, 2.40, 1.71], [1.47, 1.14, 4.43], [0.37, 1.72, 3.52], [5.57, 2.15, -0.47], [0.16, -2.67, 3.89], [6.15, 0.81, 0.00], [-2.89, 2.55, 1.85], [2.75, -0.38, -2.70], [4.23, 1.92, -1.18], [-3.46, -3.55, -2.03], [5.37, 3.07, 0.74], [-1.93, -4.69, 1.18], [0.42, 0.25, -2.52], [1.25, 6.69, -0.18], [-2.59, 4.38, -0.97], [3.61, -1.61, -4.70], [-0.93, -3.55, -4.30], [-4.60, -1.98, -2.97], [-3.06, 6.27, -1.86], [3.79, 2.88, -1.48], [1.05, 0.34, 5.05], [1.15, -3.17, -2.58], [-5.13, -4.39, -3.14], [-4.43, -4.38, -0.24], [1.22, 6.56, -2.32], [-0.43, -6.61, -2.74], [-3.26, 1.35, -2.34], [-1.97, -3.02, 3.85], [-1.42, -1.11, -4.97], [-0.41, 0.63, -1.93], [-4.13, 2.80, -4.14], [1.31, -4.84, -2.01], [0.26, 3.18, 5.99], [0.72, 2.68, 3.12], [-1.85, -5.48, 1.95], [2.67, 3.10, 0.62], [2.99, 1.76, 5.82], [-0.25, -3.78, -5.13], [-2.60, 0.13, 2.42], [-1.27, -3.87, 1.48], [-1.35, 3.97, 2.34], [3.97, -0.85, -0.48], [-2.12, -6.98, -1.43], [-3.43, -6.29, -0.47], [-5.83, 2.27, 3.55], [-3.91, -2.69, -0.07], [1.01, -1.26, -5.46], [0.63, -4.87, 0.17], [-0.54, 1.93, 4.09], [2.35, 1.70, 1.68], [4.31, 0.60, 2.92], [-4.63, 1.29, 1.64], [-3.02, -2.20, -3.71], [-1.85, -1.39, 1.95], [-0.20, -6.13, -4.42], [6.33, 3.25, 1.23], [-5.33, -3.10, -1.05], [0.25, -2.58, 2.80], [-3.57, -4.72, -3.90], [-2.69, -0.77, 4.51], [6.26, 2.62, -1.18], [-1.03, -0.24, 4.65], [-2.68, 0.53, 0.02], [-2.96, -4.33, 1.19], [-3.15, -1.39, -2.15], [0.57, 4.05, 1.79], [5.60, -0.80, 1.33], [-2.54, 4.93, 4.26], [-0.82, -2.49, -4.05], [-1.82, -6.13, -3.72], [-4.03, 5.26, -3.91], [-1.36, -2.55, 5.42], [4.21, 3.06, 2.56], [4.22, -2.22, -4.04], [4.26, -0.87, -5.17], [0.88, -1.99, 4.35], [0.44, -3.69, 4.17], [-2.18, 4.83, -0.07], [1.68, 8.34, 0.67], [1.50, -4.47, -3.73], [7.12, 0.98, 0.47], [0.34, -6.29, -0.86], [5.93, 1.25, 2.71], [4.98, 4.04, 0.41], [1.16, 6.42, 1.97], [1.63, 3.42, 7.07], [2.44, 3.03, 4.73], [1.04, -0.50, 1.97], [2.25, 0.68, 3.82], [3.75, -0.49, -2.31], [4.40, 1.35, -2.09], [-2.19, -7.28, 0.30], [-1.34, 0.65, -4.99], [6.32, 0.15, -0.86], [-4.06, -5.63, -2.46], [-1.94, -3.73, -4.66], [-4.79, 4.08, 4.88], [3.21, -2.25, -5.49], [3.13, -0.55, 1.03], [-2.00, -0.18, -3.58], [0.04, -6.38, 0.88], [0.80, 1.87, 7.05]], "lowdin_spin": [0.00, 0.01, -0.02, 2.05, -0.03, 0.00, 0.00, 0.02, 0.41, 0.00, 0.00, 0.00, 0.00, 0.00, 0.00, 0.00, 0.00, 0.01, 0.03, 0.00, 0.00, 0.00, 0.00, 0.00, 0.00, 0.00, 0.00, 0.00, 0.00, 0.00, 0.00, 0.00, 0.00, 0.00, -0.01, 0.04, 0.00, 0.00, 0.00, -0.01, 0.00, -0.01, 0.02, 0.00, 0.00, 0.00, 0.19, 0.00, 0.00, -0.01, 0.00, 0.00, 0.00, 0.00, 0.12, 0.02, 0.00, 0.00, 0.00, 0.15, 0.00, 0.00, -0.01, 0.00, 0.00, 0.00, 0.00, 0.00, 0.00, 0.00, 0.00, 0.00, 0.00, 0.00, 0.00, 0.00, 0.01, 0.00, 0.00, 0.00, 0.00, 0.00, 0.00, 0.00, 0.00, 0.00, 0.00, 0.00, 0.00, 0.00, 0.00, 0.00, 0.00, 0.01, 0.00, 0.00, 0.00, 0.00, 0.00, 0.00, 0.00, 0.00, 0.00, 0.00, 0.00, 0.00, 0.00, 0.00, 0.00, 0.00, 0.00, 0.00, 0.00, 0.00, 0.00, 0.00, 0.00, 0.00, 0.00, 0.00, 0.00, 0.00, 0.00, 0.00, 0.00, 0.00, 0.00, 0.00, 0.00, 0.00, 0.00, 0.00, 0.00, 0.00, 0.00, 0.00, 0.01, 0.00, 0.00, 0.00, 0.00, 0.00, 0.00, 0.00, 0.00, 0.00, 0.00, 0.00, 0.00]}